No. 1
{"formula": "C4H2Cl3NO", "method": "wB97M-V/def2-TZVPD", "elements": ["C", "C", "C", "C", "N", "O", "Cl", "Cl", "Cl", "H", "H"], "positions_angstrom": [[-1.225417, -0.739157, 0.935488], [-0.794978, 1.082660, -1.207831], [1.213309, -0.049327, 0.808545], [-0.035665, -0.771531, 0.303667], [-2.230901, -0.861507, 1.494852], [-1.424445, 1.904437, -0.641611], [-0.682239, 0.500732, -2.804271], [1.599842, 1.217350, -0.462617], [0.336067, -1.951740, -0.942354], [1.116732, 0.525538, 1.639338], [2.127696, -0.857454, 0.876793]], "forces_ev_per_a": [[-1.898, -1.087, 1.268], [-1.556, -0.008, 2.359], [1.466, -3.327, -3.403], [3.014, 1.275, -2.098], [-0.149, 0.388, 0.001], [1.079, -1.058, -1.512], [-0.094, 0.348, -0.377], [1.357, -0.241, 0.449], [-0.447, 0.226, 0.839], [-0.546, 1.149, 2.661], [-2.226, 2.336, -0.187]], "e_tot_ev": -45281.1963, "max_force_ev_per_a": 5.0, "homo_lumo_gap_ev": [7.9265, 6.8197], "relative_energy_kj_mol": 204.30, "multiplicity": 1, "homo_energy_ev": [-9.056, -8.638]}



No. 2
{"formula": "C4H2Cl3O2S", "method": "wB97M-V/def2-TZVPD", "elements": ["C", "C", "C", "C", "O", "O", "S", "Cl", "Cl", "Cl", "H", "H"], "positions_angstrom": [[-1.702461, 0.510815, 0.662526], [1.393253, 1.993104, -1.249530], [0.708285, -2.379627, 0.848191], [1.244450, -1.923190, -0.136978], [1.765215, 1.451494, -0.304693], [1.217556, 2.543089, -2.239883], [-2.494367, 0.615885, 2.138786], [-1.614269, 2.014560, -0.361074], [-2.325676, -1.000536, -0.370029], [2.111904, -1.517564, -1.429707], [-0.534039, 0.244874, 0.708878], [0.230148, -2.552904, 1.733514]], "forces_ev_per_a": [[3.480, -1.527, 0.298], [0.930, -0.241, 0.323], [1.503, 1.350, -2.674], [-0.900, -1.269, 2.132], [-0.206, -0.460, 1.040], [-0.776, 0.771, -1.318], [-0.463, 0.309, 0.777], [-0.370, 0.207, -0.609], [0.098, 0.595, -0.360], [0.496, 0.333, -1.076], [-2.737, 0.407, -0.121], [-1.056, -0.475, 1.589]], "e_tot_ev": -56677.6722, "max_force_ev_per_a": 3.8, "homo_lumo_gap_ev": 6.3317, "relative_energy_kj_mol": 36.11, "multiplicity": 1, "charge": -1, "homo_energy_ev": -3.615}